12
Properties=species:S:1:pos:R:3:mulliken_charge:R:1 method="wB97M-V/def2-TZVPD" homo_ev="-7.5 / -7.8" e_tot_ev=-16650.102 spin_multiplicity=1 largest_force_ev_per_a=5.20 orbital_gap_ev="7.4 / 8.0"
O 1.642 1.905 0.490 -0.40
H 1.615 -2.234 -0.736 0.47
C -0.479 -0.382 0.894 -0.43
Si -1.368 0.754 -0.246 0.52
C 1.568 0.875 -0.024 0.63
H -2.783 0.678 0.155 -0.15
H -0.922 2.029 -0.001 -0.15
N 1.700 -0.094 -0.693 -0.38
H -1.065 -0.866 1.685 0.33
C 1.172 -1.326 -0.412 -0.03
O 0.164 -1.401 0.447 -0.29
H -1.244 0.062 -1.560 -0.11